[1]
Formula: C13H15BrHgN3O8S
Source: the OMol25 dataset
Level of theory: ωB97M-V/def2-TZVPD

Element x y z (Å)
Hg: 9.40 9.61 10.52
O: 9.70 14.84 6.74
C: 8.64 14.33 7.49
C: 7.38 14.88 7.48
C: 6.43 14.34 8.29
N: 6.54 13.20 8.95
C: 7.72 12.69 8.94
Br: 11.52 11.09 9.52
C: 8.83 13.17 8.30
H: 9.43 15.62 6.26
H: 7.16 15.89 7.03
H: 5.47 14.90 8.32
H: 9.85 12.72 8.38
C: 7.24 6.33 5.66
C: 6.13 6.85 6.57
C: 6.46 6.93 8.07
C: 5.22 7.39 8.85
C: 5.30 7.55 10.37
C: 6.90 5.56 8.56
O: 6.24 4.57 8.27
N: 8.09 5.52 9.17
C: 8.89 6.62 9.61
O: 9.90 6.35 10.22
N: 8.59 7.89 9.18
C: 7.51 8.07 8.38
O: 7.24 9.12 7.85
H: 6.94 6.40 4.58
H: 7.58 5.33 5.90
H: 8.13 6.99 5.78
H: 5.21 6.25 6.50
H: 5.79 7.82 6.27
H: 4.47 6.68 8.60
H: 5.00 8.33 8.38
H: 5.74 6.66 10.85
H: 4.26 7.73 10.75
H: 5.90 8.39 10.71
H: 8.41 4.67 9.64
O: 9.12 9.11 12.49
S: 7.72 9.73 12.82
O: 6.83 8.55 12.79
O: 7.43 10.74 11.78
O: 7.85 10.26 14.17

Properties
LUMO level (spin up / spin down): 4.04 / 3.99 eV
Electronic energy: -4396.2951 hartree
HOMO (spin up / spin down): -2.5 / -2.5 eV
Relative energy (zero: lowest compared OMol25 entry of this formula, charge and spin): 12.9 kcal per mole
Net charge: -2
HOMO-LUMO gap (spin up / spin down): 6.5138 / 6.4643 eV
Spin multiplicity: 2

=====

[2]
Formula: C13H15CoN5O8P2S
Source: the OMol25 dataset
Level of theory: ωB97M-V/def2-TZVPD

Element x y z (Å)
Co: -0.04 0.48 -0.89
C: -3.15 -1.85 -3.67
C: -2.50 -1.62 -2.31
O: -2.94 -2.58 -1.34
P: -2.97 0.01 -1.64
O: -4.39 -0.20 -0.95
O: -3.35 0.99 -2.81
O: -2.00 0.61 -0.66
P: -0.66 -1.64 -2.51
O: -0.21 -1.89 -0.97
O: -0.22 -2.66 -3.47
O: -0.38 -0.15 -2.70
H: -4.24 -1.78 -3.60
H: -2.86 -2.84 -4.01
H: -2.81 -1.12 -4.40
H: -3.71 -3.04 -1.70
H: -4.36 -0.85 -0.23
H: -4.25 1.32 -2.76
H: 0.59 -2.45 -0.88
N: 3.18 1.95 -0.11
C: 2.76 0.67 -0.34
O: 1.83 0.49 -1.19
C: 3.34 -0.39 0.39
C: 2.76 -1.66 0.24
N: 2.23 -2.67 0.06
C: 4.34 -0.14 1.36
N: 5.12 0.14 2.16
H: 2.95 2.61 -0.84
H: 4.03 2.10 0.40
N: -0.39 3.38 -0.02
C: 0.06 2.60 0.99
N: 0.16 1.30 0.89
C: 0.66 0.74 2.07
C: 0.82 -0.62 2.32
C: 1.36 -1.00 3.53
C: 1.72 -0.05 4.49
C: 1.54 1.30 4.26
C: 0.99 1.68 3.04
S: 0.61 3.28 2.48
H: -1.05 2.94 -0.65
H: -0.58 4.34 0.22
H: 0.54 -1.35 1.57
H: 1.51 -2.05 3.73
H: 2.16 -0.38 5.43
H: 1.81 2.03 5.01

Properties
LUMO level (spin up / spin down): -0.18 / -0.19 eV
Electronic energy: -3844.0546 hartree
HOMO (spin up / spin down): -8.1 / -8.1 eV
Relative energy (zero: lowest compared OMol25 entry of this formula, charge and spin): 3.3 kcal per mole
HOMO-LUMO gap (spin up / spin down): 7.9351 / 7.9311 eV
Spin multiplicity: 2

=====

[3]
Formula: C13H15FN3O4P
Source: the OMol25 dataset
Level of theory: ωB97M-V/def2-TZVPD

Element x y z (Å)
N: -1.22 1.63 0.75
C: -1.88 0.70 0.89
C: -2.72 -0.49 1.10
C: -3.84 -0.43 0.06
C: -5.08 -1.32 0.30
C: -5.06 -2.25 1.48
F: -5.10 -1.53 2.69
C: -1.83 -1.78 1.07
C: -1.99 -2.53 -0.16
N: -2.26 -3.10 -1.12
P: 0.00 -1.53 1.36
N: 0.79 -1.47 0.01
H: -3.11 -0.40 2.11
H: -4.18 0.60 0.05
H: -3.42 -0.61 -0.93
H: -5.24 -1.95 -0.58
H: -5.96 -0.69 0.39
H: -4.19 -2.91 1.50
H: -5.94 -2.89 1.45
H: -2.17 -2.44 1.87
H: 0.29 -2.65 2.16
H: 0.11 -0.43 2.22
H: 1.30 -0.60 -0.07
O: 2.25 3.17 -2.22
C: 3.30 2.71 -1.84
C: 4.61 3.17 -2.28
C: 5.71 2.58 -1.81
O: 6.94 2.94 -2.15
C: 5.65 1.44 -0.83
O: 6.71 0.96 -0.47
C: 4.35 0.99 -0.37
C: 3.25 1.58 -0.84
O: 2.02 1.23 -0.48
H: 4.64 3.99 -2.98
H: 7.55 2.35 -1.67
H: 4.32 0.17 0.34
H: 1.40 1.81 -0.97

Properties
LUMO level: -1.39 eV
Electronic energy: -1410.7436 hartree
HOMO: -9.2 eV
SMILES: N#C[C@@H](CCCF)[C@@H](C#N)[PH2]=N.O=C1C=C(O)C(=O)C=C1O
HOMO-LUMO gap: 7.8321 eV

=====

What did the first record say?
Formula: C13H15BrHgN3O8S
Source: the OMol25 dataset
Level of theory: ωB97M-V/def2-TZVPD

Element x y z (Å)
Hg: 9.40 9.61 10.52
O: 9.70 14.84 6.74
C: 8.64 14.33 7.49
C: 7.38 14.88 7.48
C: 6.43 14.34 8.29
N: 6.54 13.20 8.95
C: 7.72 12.69 8.94
Br: 11.52 11.09 9.52
C: 8.83 13.17 8.30
H: 9.43 15.62 6.26
H: 7.16 15.89 7.03
H: 5.47 14.90 8.32
H: 9.85 12.72 8.38
C: 7.24 6.33 5.66
C: 6.13 6.85 6.57
C: 6.46 6.93 8.07
C: 5.22 7.39 8.85
C: 5.30 7.55 10.37
C: 6.90 5.56 8.56
O: 6.24 4.57 8.27
N: 8.09 5.52 9.17
C: 8.89 6.62 9.61
O: 9.90 6.35 10.22
N: 8.59 7.89 9.18
C: 7.51 8.07 8.38
O: 7.24 9.12 7.85
H: 6.94 6.40 4.58
H: 7.58 5.33 5.90
H: 8.13 6.99 5.78
H: 5.21 6.25 6.50
H: 5.79 7.82 6.27
H: 4.47 6.68 8.60
H: 5.00 8.33 8.38
H: 5.74 6.66 10.85
H: 4.26 7.73 10.75
H: 5.90 8.39 10.71
H: 8.41 4.67 9.64
O: 9.12 9.11 12.49
S: 7.72 9.73 12.82
O: 6.83 8.55 12.79
O: 7.43 10.74 11.78
O: 7.85 10.26 14.17

Properties
LUMO level (spin up / spin down): 4.04 / 3.99 eV
Electronic energy: -4396.2951 hartree
HOMO (spin up / spin down): -2.5 / -2.5 eV
Relative energy (zero: lowest compared OMol25 entry of this formula, charge and spin): 12.9 kcal per mole
Net charge: -2
HOMO-LUMO gap (spin up / spin down): 6.5138 / 6.4643 eV
Spin multiplicity: 2

=====

Question: Among the records above, which one has the lowest electronic energy?
Answer: C13H15BrHgN3O8S

=====

Question: electronic energy of number 3 (C13H15FN3O4P)?
Answer: -1410.7436 hartree

=====

What did the second record say?
Formula: C13H15CoN5O8P2S
Source: the OMol25 dataset
Level of theory: ωB97M-V/def2-TZVPD

Element x y z (Å)
Co: -0.04 0.48 -0.89
C: -3.15 -1.85 -3.67
C: -2.50 -1.62 -2.31
O: -2.94 -2.58 -1.34
P: -2.97 0.01 -1.64
O: -4.39 -0.20 -0.95
O: -3.35 0.99 -2.81
O: -2.00 0.61 -0.66
P: -0.66 -1.64 -2.51
O: -0.21 -1.89 -0.97
O: -0.22 -2.66 -3.47
O: -0.38 -0.15 -2.70
H: -4.24 -1.78 -3.60
H: -2.86 -2.84 -4.01
H: -2.81 -1.12 -4.40
H: -3.71 -3.04 -1.70
H: -4.36 -0.85 -0.23
H: -4.25 1.32 -2.76
H: 0.59 -2.45 -0.88
N: 3.18 1.95 -0.11
C: 2.76 0.67 -0.34
O: 1.83 0.49 -1.19
C: 3.34 -0.39 0.39
C: 2.76 -1.66 0.24
N: 2.23 -2.67 0.06
C: 4.34 -0.14 1.36
N: 5.12 0.14 2.16
H: 2.95 2.61 -0.84
H: 4.03 2.10 0.40
N: -0.39 3.38 -0.02
C: 0.06 2.60 0.99
N: 0.16 1.30 0.89
C: 0.66 0.74 2.07
C: 0.82 -0.62 2.32
C: 1.36 -1.00 3.53
C: 1.72 -0.05 4.49
C: 1.54 1.30 4.26
C: 0.99 1.68 3.04
S: 0.61 3.28 2.48
H: -1.05 2.94 -0.65
H: -0.58 4.34 0.22
H: 0.54 -1.35 1.57
H: 1.51 -2.05 3.73
H: 2.16 -0.38 5.43
H: 1.81 2.03 5.01

Properties
LUMO level (spin up / spin down): -0.18 / -0.19 eV
Electronic energy: -3844.0546 hartree
HOMO (spin up / spin down): -8.1 / -8.1 eV
Relative energy (zero: lowest compared OMol25 entry of this formula, charge and spin): 3.3 kcal per mole
HOMO-LUMO gap (spin up / spin down): 7.9351 / 7.9311 eV
Spin multiplicity: 2